Entry one
The following is a DFT calculation (ωB97M-V with the def2-TZVPD basis set) of a 2-piece molecular cluster, C4H7N2 overall.

XYZ file:
```
13
Properties=species:S:1:pos:R:3
C -1.233 -0.712 -0.210
C -0.023 -1.462 -0.029
C 0.166 1.031 0.404
C -1.147 0.741 -0.259
N -2.196 -0.054 0.333
N 0.960 -0.303 0.169
H -0.172 -2.080 0.943
H 0.374 -2.123 -0.799
H 0.765 1.880 0.058
H 0.080 1.163 1.503
H -0.760 3.045 -2.124
H 1.696 -0.758 0.791
H 1.492 -0.367 -0.779
```

## Properties
* frontier orbital gap (spin up / spin down): 8.72 / 9.44 eV
* total charge: +1
* 2S+1: 1


Entry two
The following is a DFT calculation (ωB97M-V with the def2-TZVPD basis set) of C4H7N2 as an isolated structure.

XYZ file:
```
13
Properties=species:S:1:pos:R:3
C 3.185 0.340 -0.195
C -0.520 -0.148 -0.059
C -0.560 1.332 0.210
C -1.661 -1.255 -0.158
N 2.224 -0.236 -0.081
N 0.270 -1.051 -0.180
H 4.221 0.754 -0.200
H -0.326 1.735 -0.790
H -1.409 1.515 0.801
H 0.396 1.496 0.912
H -1.320 -2.142 0.539
H -2.540 -0.756 0.437
H -1.959 -1.585 -1.236
```

## Properties
* frontier orbital gap: 11.58 eV
* total charge: +1
* 2S+1: 1


Entry three
The following is a DFT calculation (ωB97M-V with the def2-TZVPD basis set) of an isolated ion of composition C4H7N2 and charge +1.

XYZ file:
```
13
Properties=species:S:1:pos:R:3
C -0.979 1.666 -0.101
N -0.284 0.532 0.399
C 0.690 -0.057 -0.220
C 1.385 -1.099 0.364
N 2.341 -1.387 1.092
C 1.697 -2.553 0.439
H -0.444 2.332 -0.676
H -1.892 1.351 -0.793
H -1.434 2.392 0.603
H -0.821 0.227 1.206
H 1.030 0.439 -1.137
H 1.196 -3.188 1.043
H 2.200 -3.171 -0.238
```

## Properties
* frontier orbital gap: 9.11 eV
* structure (SMILES): C/[NH+]=C/C1=NC1
* total charge: +1
* 2S+1: 1


Entry four
The following is a DFT calculation (ωB97M-V with the def2-TZVPD basis set) of a 2-piece molecular cluster, C4H7N2 overall.

XYZ file:
```
13
Properties=species:S:1:pos:R:3
C -1.311 -0.503 -0.565
C 0.341 1.246 -0.159
C -0.915 0.569 0.385
C -0.123 -0.730 0.328
N 2.224 -0.236 -0.067
N 1.028 -0.044 -0.046
H -2.180 -1.091 -0.313
H -1.152 -0.386 -1.629
H 0.277 1.613 -1.187
H 0.812 2.006 0.467
H -1.508 0.938 1.202
H -0.050 -2.211 1.407
H 2.556 -1.173 0.176
```

## Properties
* frontier orbital gap: 9.81 eV
* total charge: +1
* 2S+1: 1


Which of them is the most stable, and which is the least stable? entry three and entry one, in that order.


Entry one
The following is a DFT calculation (ωB97M-V with the def2-TZVPD basis set) of an isolated ion of composition C3H8N3 and charge +1.

XYZ file:
```
14
Properties=species:S:1:pos:R:3
N 0.539 1.371 -0.661
N -0.535 0.401 -0.488
C -0.660 0.198 0.964
C -0.026 -1.206 1.161
N 0.240 -1.818 0.165
C -0.080 -0.954 -0.987
H 0.203 2.267 -0.480
H 0.945 1.101 -1.541
H 1.182 1.227 0.114
H -1.729 0.232 1.269
H -0.076 1.019 1.475
H 0.041 -1.593 2.152
H 0.771 -0.872 -1.577
H -0.816 -1.373 -1.564
```

## Properties
* frontier orbital gap: 11.12 eV
* structure (SMILES): [NH3+]N1CC=NC1
* total charge: +1
* 2S+1: 1


Entry two
The following is a DFT calculation (ωB97M-V with the def2-TZVPD basis set) of a 2-piece molecular cluster, C3H8N3 overall.

XYZ file:
```
14
Properties=species:S:1:pos:R:3
C -0.344 1.121 1.488
C -0.787 -0.848 0.673
C 0.580 -0.518 -1.445
N -1.073 0.107 1.675
N 0.582 1.080 0.453
N 0.490 -0.272 0.037
H -0.469 1.967 2.236
H -0.344 -1.714 1.106
H -1.602 -0.957 -0.066
H 0.173 -1.406 -1.621
H 0.033 0.484 -1.813
H 1.567 -0.445 -1.920
H -0.165 2.058 -1.331
H 1.360 -0.658 0.527
```

## Properties
* frontier orbital gap (spin up / spin down): 7.87 / 10.05 eV
* total charge: +1
* 2S+1: 1


Which of them is the most stable, and which is the least stable? entry one and entry two, in that order.